C42H60BiBrNO3S4Sb as an isolated structure. Source: OMol25; level of theory: the ωB97M-V functional and the def2-TZVPD basis.

Each line ends with the Mulliken charge.
CARTESIAN COORDINATES (ANGSTROEM)
Bi 1.0742 -0.0214 -0.3551  0.585
C -1.2898 2.8924 6.1355  -2.257
C 0.2057 2.6019 6.2401  2.309
C 0.4102 1.5096 7.3002  -1.770
C 0.9062 3.8862 6.7038  -1.800
C 0.7998 2.1408 4.9105  -0.671
C 0.0446 1.9585 3.7875  -0.159
C 0.6350 1.5316 2.5585  -0.561
N 0.0007 1.2895 1.4235  -0.091
C -1.3813 1.3907 1.2264  -0.812
C -2.1796 2.4461 1.6355  -0.078
C -3.5379 2.4790 1.3311  -0.890
C -4.0535 1.4269 0.5770  -0.211
C -3.2775 0.3777 0.0874  -0.649
C -1.9025 0.3607 0.4030  0.988
O -1.0875 -0.5652 -0.0573  -1.335
C -3.8648 -0.7077 -0.8172  2.898
C -3.6604 -2.0970 -0.1923  -1.792
C -5.3678 -0.5150 -1.0256  -2.481
C -3.1907 -0.6577 -2.2000  -1.368
C -4.3823 3.6611 1.8051  2.434
C -4.3154 3.7665 3.3345  -1.570
C -3.8417 4.9602 1.1922  -1.740
C -5.8509 3.5247 1.4040  -2.309
C 2.0909 1.3166 2.5043  1.004
O 2.6228 1.0523 1.3935  0.010
C 2.8424 1.4079 3.7347  -0.499
C 2.1928 1.8582 4.8540  -0.246
C 4.3471 1.1000 3.8013  2.319
C 5.1188 2.4241 3.7143  -1.655
C 4.8578 0.1746 2.6890  -1.988
C 4.6894 0.4072 5.1303  -1.918
H -1.6628 3.2394 7.1029  0.518
H -1.8598 2.0050 5.8543  0.395
H -1.4959 3.6693 5.3975  0.382
H -0.0166 1.8210 8.2588  0.440
H 1.4680 1.2954 7.4561  0.349
H -0.0745 0.5813 6.9924  0.359
H 0.4779 4.2281 7.6508  0.490
H 0.7865 4.6804 5.9645  0.354
H 1.9753 3.7307 6.8529  0.305
H -1.0240 2.0951 3.8167  0.855
H -1.7141 3.2703 2.1613  1.074
H -5.1065 1.4396 0.3333  0.527
H -4.1373 -2.1455 0.7912  0.337
H -2.6035 -2.3242 -0.0821  0.286
H -4.1168 -2.8589 -0.8318  0.466
H -5.9224 -0.5655 -0.0844  0.437
H -5.7380 -1.3107 -1.6768  0.445
H -5.5971 0.4394 -1.5057  0.437
H -2.1120 -0.7789 -2.1297  -0.006
H -3.4008 0.2983 -2.6881  0.296
H -3.5912 -1.4566 -2.8331  0.520
H -3.2936 3.9360 3.6758  0.243
H -4.6699 2.8437 3.7986  0.336
H -4.9328 4.5966 3.6925  0.487
H -2.8016 5.1298 1.4721  0.333
H -4.4302 5.8190 1.5311  0.440
H -3.8846 4.9172 0.1025  0.377
H -6.3065 2.6298 1.8331  0.386
H -5.9708 3.4758 0.3204  0.437
H -6.4073 4.3941 1.7652  0.438
H 2.7654 1.9850 5.7639  0.166
H 4.9113 2.9220 2.7659  0.330
H 6.1966 2.2450 3.7750  0.447
H 4.8341 3.0999 4.5249  0.275
H 4.8106 0.6248 1.7034  0.353
H 4.2883 -0.7558 2.6438  0.379
H 5.8991 -0.0787 2.9115  0.420
H 4.4839 1.0261 6.0041  0.429
H 5.7553 0.1664 5.1453  0.459
H 4.1281 -0.5234 5.2359  0.394
C 1.8616 -5.6836 -6.6742  -2.096
C 1.8453 -5.8500 -5.1553  2.004
C 0.8686 -6.9826 -4.8124  -1.753
C 3.2550 -6.2549 -4.7026  -1.687
C 1.4314 -4.5658 -4.4414  -0.325
C 1.3057 -4.5460 -3.0580  -0.136
C 0.9675 -3.3818 -2.4071  -0.204
Br 0.7772 -3.4804 -0.5143  -0.237
C 0.7402 -2.1328 -3.0406  0.838
O 0.4602 -1.0456 -2.3959  -0.247
C 0.8401 -2.1715 -4.4630  -0.291
C 1.1820 -3.3652 -5.0949  -0.381
C 0.5753 -0.9657 -5.3892  2.168
C 1.8207 -0.6966 -6.2521  -1.654
C 0.2464 0.3542 -4.6894  -1.465
C -0.6180 -1.3073 -6.2979  -1.710
H 2.1448 -6.6304 -7.1424  0.448
H 2.5809 -4.9255 -6.9885  0.364
H 0.8804 -5.3963 -7.0579  0.372
H 1.1434 -7.9009 -5.3411  0.455
H -0.1504 -6.7114 -5.0956  0.365
H 0.8677 -7.1982 -3.7435  0.315
H 3.5635 -7.1919 -5.1782  0.437
H 3.2953 -6.3923 -3.6214  0.329
H 3.9778 -5.4792 -4.9611  0.366
H 1.4790 -5.4350 -2.4642  0.363
H 1.2572 -3.3422 -6.1732  0.168
H 2.6691 -0.4312 -5.6191  0.285
H 1.6282 0.1500 -6.9173  0.484
H 2.1035 -1.5508 -6.8702  0.261
H 1.0591 0.7122 -4.0630  0.127
H -0.6391 0.2850 -4.0608  0.070
H 0.0725 1.1029 -5.4700  0.518
H -0.4409 -2.2041 -6.8952  0.271
H -0.8147 -0.4753 -6.9807  0.475
H -1.5152 -1.4753 -5.6976  0.277
S 3.8944 2.6446 -4.1072  -0.680
Sb 3.5714 2.0823 -1.9351  0.022
S 1.0911 2.1330 -1.6996  -0.528
S 3.7573 -0.5637 -2.1287  -0.185
S 5.3998 -0.9177 -1.0957  -0.296

- net charge = -2
- HOMO energy (alpha / beta) (Ha) = -0.076 / -0.083
- HOMO-LUMO gap (alpha / beta) (eV) = 5.62 / 5.75
- maximum force (eV/Å) = 0.596
- relative energy (zero: lowest compared OMol25 entry of this formula, charge and spin) (kcal per mole) = 0.00
- E_LUMO (alpha / beta) (eV) = 3.57 / 3.48

=====

C42H60IKN2O8P4S as an isolated structure. Source: OMol25; level of theory: the ωB97M-V functional and the def2-TZVPD basis.

Each line ends with the Mulliken charge.
CARTESIAN COORDINATES (ANGSTROEM)
K -0.1101 -0.9984 1.8083  0.622
O -2.7075 -1.3834 1.5737  -0.896
P -3.4077 -1.2483 0.2728  0.890
C -2.5034 -0.3418 -1.0207  -0.112
P -1.7761 1.2728 -0.5902  1.641
O -0.7416 1.1818 0.4669  0.660
C -3.1586 2.3340 -0.1644  0.531
C -3.4669 2.3974 1.1955  -0.855
C -4.5873 3.1035 1.6119  -0.864
C -5.3853 3.7495 0.6773  -0.707
C -5.0756 3.6871 -0.6769  -0.857
C -3.9674 2.9713 -1.1024  -0.847
C -1.0309 1.8644 -2.1325  0.385
C -0.9187 3.2330 -2.3638  -0.592
C -0.1599 3.7038 -3.4246  -0.860
C 0.4994 2.8121 -4.2580  -0.684
C 0.4000 1.4466 -4.0286  -0.584
C -0.3588 0.9731 -2.9685  -0.087
C -5.0093 -0.4485 0.5070  0.406
C -5.4527 -0.3359 1.8214  -0.512
C -6.6911 0.2298 2.0880  -0.678
C -7.4830 0.6885 1.0448  -0.413
C -7.0401 0.5801 -0.2680  -0.779
C -5.8087 0.0072 -0.5370  -0.302
C -3.7168 -2.8598 -0.4835  0.589
C -4.0466 -3.8812 0.4057  -0.686
C -4.2787 -5.1644 -0.0631  -0.724
C -4.1800 -5.4364 -1.4202  -0.467
C -3.8481 -4.4238 -2.3085  -0.767
C -3.6171 -3.1383 -1.8433  -0.086
H -3.1270 -0.2279 -1.9119  0.821
H -1.6530 -0.9904 -1.2669  -0.914
H -2.8397 1.8819 1.9189  0.766
H -4.8385 3.1377 2.6643  0.535
H -6.2555 4.3011 1.0039  0.434
H -5.7028 4.1898 -1.3990  0.440
H -3.7313 2.9145 -2.1577  0.501
H -1.4246 3.9348 -1.7130  0.272
H -0.0828 4.7678 -3.5989  0.445
H 1.0923 3.1798 -5.0845  0.410
H 0.9181 0.7501 -4.6749  0.521
H -0.4030 -0.0919 -2.7798  -0.038
H -4.8099 -0.6783 2.6213  0.445
H -7.0318 0.3173 3.1099  0.440
H -8.4466 1.1317 1.2527  0.433
H -7.6558 0.9411 -1.0795  0.439
H -5.4759 -0.0809 -1.5646  0.341
H -4.0901 -3.6702 1.4657  0.453
H -4.5241 -5.9528 0.6329  0.419
H -4.3551 -6.4397 -1.7836  0.402
H -3.7627 -4.6347 -3.3653  0.425
H -3.3525 -2.3646 -2.5507  0.380
C 4.1652 0.1639 3.7294  -1.101
C 4.8249 -0.9836 2.9978  0.569
C 6.3176 -0.8061 2.8351  -1.411
O 4.2824 -1.1973 1.6514  0.042
P 3.3785 -0.2231 0.8405  -1.008
O 2.1469 0.2920 1.4583  1.046
C 3.1222 -1.1461 -0.6897  0.187
P 1.8895 -2.4551 -0.7455  -0.735
O 0.5122 -1.9402 -0.6032  -0.341
O 2.1707 -3.1732 -2.1436  -0.336
C 1.6667 -2.5532 -3.3493  1.547
C 0.2912 -3.1108 -3.6532  -1.181
C 2.6795 -2.8225 -4.4396  -1.752
O 2.2555 -3.5317 0.3070  0.206
C 3.1375 -4.6823 0.2454  0.674
C 2.9726 -5.3785 1.5756  -1.319
C 4.5631 -4.2474 -0.0231  -1.041
O 4.3621 0.9458 0.3586  -0.398
C 3.8252 2.2725 0.1299  1.960
C 5.0079 3.2158 0.1322  -1.764
C 3.0268 2.3197 -1.1605  -0.852
H 4.5883 0.2048 4.7331  0.488
H 3.0956 -0.0096 3.8217  0.098
H 4.3631 1.1189 3.2342  0.159
H 4.5796 -1.9131 3.5137  0.278
H 6.5305 0.1095 2.2810  0.208
H 6.7528 -1.6497 2.3015  0.342
H 6.7895 -0.7381 3.8136  0.443
H 4.0834 -1.5484 -1.0124  0.540
H 2.8242 -0.3968 -1.4273  -0.031
H 1.5941 -1.4740 -3.1732  -0.479
H 0.3583 -4.1805 -3.8507  0.431
H -0.1258 -2.6213 -4.5343  0.401
H -0.3729 -2.9540 -2.8046  0.010
H 2.7950 -3.8965 -4.5816  0.342
H 3.6483 -2.3974 -4.1812  0.385
H 2.3456 -2.3839 -5.3790  0.428
H 2.7703 -5.3064 -0.5737  0.140
H 3.3033 -4.7289 2.3866  0.165
H 3.5509 -6.3017 1.5802  0.420
H 1.9259 -5.6114 1.7591  0.321
H 4.8655 -3.4995 0.7129  -0.008
H 4.6725 -3.8374 -1.0270  0.277
H 5.2259 -5.1079 0.0590  0.545
H 3.1578 2.4846 0.9676  -0.782
H 5.7046 2.9534 -0.6642  0.381
H 5.5354 3.1679 1.0837  0.440
H 4.6692 4.2393 -0.0272  0.359
H 3.6237 1.9514 -1.9967  0.433
H 2.7391 3.3492 -1.3764  0.575
H 2.1085 1.7369 -1.0718  -0.479
I 1.5195 -2.7493 4.2673  -0.725
S -1.3382 2.0947 4.6133  -0.418
C -0.4416 3.0996 3.6241  0.038
N -1.0260 4.0058 2.8055  -0.147
C -0.3773 4.7079 1.7073  -0.599
C 0.9972 4.1129 1.4523  0.248
C 1.6943 3.9523 2.7951  -0.861
N 0.9011 3.0577 3.6062  -0.008
H -2.0329 4.0157 2.8563  0.243
H -0.2880 5.7744 1.9452  0.436
H -1.0078 4.6177 0.8175  0.073
H 1.5646 4.7693 0.7913  0.658
H 0.8933 3.1294 0.9884  -0.525
H 1.8021 4.9286 3.2833  0.331
H 2.6938 3.5285 2.6928  0.428
H 1.3264 2.3450 4.1759  0.271

- net charge = 0
- HOMO energy (Ha) = -0.226
- HOMO-LUMO gap (eV) = 6.24
- maximum force (eV/Å) = 0.657
- relative energy (zero: lowest compared OMol25 entry of this formula, charge and spin) (kcal per mole) = 0.00
- E_LUMO (eV) = 0.09